ORCA calculation (the ωB97M-V functional and the def2-TZVPD basis) on a cluster of 6 separate species, C35H63F3N3O16 in total.

XYZ file:
```
120
Properties=species:S:1:pos:R:3:forces:R:3
C -1.35742 2.44373 1.63884 -0.2 -0.4 -0.3
O -0.53652 2.48240 2.79108 -0.4 0.0 -0.1
C -1.33738 2.71324 3.94823 0.2 0.9 0.3
C -0.59659 2.32638 5.21414 0.5 -0.3 -0.6
C -0.26022 0.81777 5.35401 -0.5 0.3 0.0
C -1.04547 -0.12838 4.42275 0.6 -0.1 1.2
C -0.99860 -1.57172 4.99913 -1.0 0.0 -0.9
C -0.51702 -2.61224 3.97441 -0.1 0.3 0.6
C 1.01823 -2.75296 3.93023 -1.4 -0.4 -0.9
C 1.43706 -3.34453 2.55217 -0.1 0.9 1.4
C 1.39309 -2.19858 1.53540 0.5 -0.3 -0.2
C 1.87608 -2.54812 0.15047 -0.1 -0.2 -0.4
N 2.87731 -1.80143 -0.26983 -0.2 -0.1 0.2
N 3.33969 -2.06035 -1.46291 1.1 0.6 -0.9
C 2.92627 -2.94654 -2.33721 -0.7 -0.8 0.3
C 1.86390 -3.77655 -1.97618 0.1 0.1 0.5
C 1.38291 -4.78192 -2.98267 0.2 0.8 -1.2
C 1.20802 -4.06581 -4.36339 -0.7 -0.1 -0.1
N -0.05640 -4.42178 -5.04575 0.3 0.3 0.3
C 1.35378 -3.57814 -0.69448 -0.8 -0.7 -0.1
C 0.22986 -4.48558 -0.22897 0.4 0.6 0.0
C -1.08444 -3.76342 0.15706 0.3 -2.4 0.1
C -2.09552 -4.78989 0.63849 0.7 -0.3 0.7
F -2.89832 -5.38707 -0.28373 -1.0 1.3 0.1
C -2.23322 -5.11364 1.95983 -0.4 0.1 -1.2
F -3.28211 -4.85351 2.70501 -0.4 -1.5 -0.1
F -1.26810 -5.71980 2.63020 0.3 1.5 0.7
H -1.65267 1.40477 1.43031 -0.1 0.1 0.0
H -0.84391 2.81896 0.75265 0.3 0.1 0.2
H -2.27752 3.02281 1.75508 0.1 0.1 0.0
H -1.52568 3.79670 4.00403 -0.1 -0.1 0.0
H -2.32498 2.24979 3.86693 0.1 -0.3 -0.1
H -1.16669 2.71320 6.05992 0.0 -0.2 0.0
H 0.35039 2.87277 5.19290 -0.1 0.1 0.1
H -0.50106 0.52129 6.37782 0.1 0.0 0.0
H 0.81316 0.65796 5.23160 0.0 0.0 -0.1
H -0.65245 -0.08611 3.40438 -0.1 0.0 0.0
H -2.08376 0.20113 4.41890 0.0 -0.1 -0.3
H -2.03594 -1.83480 5.22870 0.1 0.0 0.2
H -0.46365 -1.62360 5.94784 0.3 0.0 -0.1
H -0.93524 -2.30833 3.00739 0.1 0.0 0.0
H -1.00266 -3.56275 4.21477 0.3 -0.2 -0.1
H 1.26667 -3.45330 4.72590 0.5 0.3 0.1
H 1.43710 -1.75522 4.07255 0.4 -0.2 0.2
H 0.73540 -4.15245 2.36440 0.2 -0.1 -0.2
H 2.45528 -3.71255 2.69005 0.0 -0.2 -0.5
H 2.07273 -1.43054 1.90866 0.0 0.0 -0.1
H 0.41997 -1.71079 1.46862 -0.1 -0.2 0.0
H 4.13227 -1.48777 -1.74664 -0.1 0.2 0.3
H 3.41912 -3.03520 -3.29417 0.2 0.3 0.1
H 0.41564 -5.21191 -2.75713 0.2 -0.2 0.3
H 2.13244 -5.56433 -3.11597 -0.2 -0.2 0.3
H 2.03063 -4.31327 -5.03904 0.1 0.0 0.1
H 1.19568 -2.97663 -4.23612 0.3 -0.1 0.2
H -0.41900 -3.54735 -5.40810 -0.2 -0.3 -0.4
H -0.77372 -4.74134 -4.40323 0.1 -0.1 0.0
H -0.03618 -5.20200 -0.99595 0.1 0.0 -0.1
H 0.63117 -5.09247 0.58359 -0.2 0.1 0.2
H -1.54511 -3.33882 -0.73715 0.1 0.4 0.2
H -0.98862 -3.05464 0.96806 0.2 0.3 -0.3
C -3.98879 -1.38507 -6.54263 0.0 0.1 -0.3
O -4.05157 -1.25076 -5.11915 0.0 0.0 0.0
C -3.98380 -2.40089 -4.45659 -0.1 0.2 0.0
O -3.87190 -3.49532 -4.94318 0.1 -0.1 0.0
O -4.05436 -2.13335 -3.15010 0.0 0.0 0.1
C -4.00084 -3.29033 -2.31716 0.0 -0.1 0.2
H -4.05402 -0.38344 -6.95714 0.0 0.1 0.2
H -3.04451 -1.83444 -6.84554 -0.1 -0.1 0.0
H -4.82503 -1.97645 -6.90967 0.1 -0.1 0.0
H -3.06031 -3.82195 -2.45910 -0.1 -0.1 -0.1
H -4.84121 -3.95199 -2.51637 0.1 -0.1 -0.1
H -4.06076 -2.94799 -1.28688 0.0 0.2 -0.1
C 9.52600 0.25568 0.18520 0.3 0.0 0.0
O 8.29099 0.92337 -0.09669 0.0 0.0 0.0
C 7.22498 0.36449 0.46162 0.1 0.1 0.0
O 7.21563 -0.62043 1.15252 -0.1 -0.1 0.0
O 6.15012 1.08302 0.11975 -0.1 0.0 -0.1
C 4.92858 0.58801 0.66402 -0.1 0.2 0.0
H 10.30755 0.80983 -0.32576 -0.1 0.1 -0.1
H 9.72861 0.25941 1.25418 -0.1 -0.1 0.0
H 9.50667 -0.76415 -0.19457 -0.1 0.0 0.1
H 4.95421 0.60904 1.75238 0.0 -0.1 0.0
H 4.73242 -0.41929 0.31138 0.1 -0.1 0.2
H 4.13201 1.24406 0.32057 0.1 0.1 -0.1
C -0.54577 6.06210 1.22385 0.2 -0.2 0.1
O -1.02528 7.37903 0.96308 0.0 0.0 0.0
C -2.26090 7.41417 0.46138 0.0 0.1 0.0
O -2.95315 6.45753 0.23050 0.0 -0.1 0.0
O -2.59163 8.68711 0.26327 0.0 0.1 0.0
C -3.90267 8.87897 -0.27499 -0.3 0.2 -0.1
H 0.45920 6.15720 1.62574 0.0 0.2 0.0
H -1.17308 5.56294 1.96119 -0.1 0.0 -0.1
H -0.50237 5.47965 0.30456 -0.1 0.0 0.0
H -4.65758 8.49034 0.40669 0.0 -0.1 -0.1
H -3.99035 8.40541 -1.25092 0.0 -0.1 0.1
H -4.05088 9.94957 -0.38776 0.2 0.0 0.1
C -3.58955 11.15199 3.09694 0.3 -0.1 -0.1
O -4.78067 11.46759 3.81776 0.0 -0.1 0.1
C -5.56597 12.35603 3.20803 0.0 0.0 0.1
O -5.34804 12.87717 2.14640 0.0 0.0 -0.1
O -6.63240 12.56344 3.97789 0.0 0.0 0.0
C -7.56821 13.50201 3.44348 -0.2 0.2 0.0
H -3.03701 10.42525 3.68612 -0.2 0.0 0.1
H -3.82937 10.71133 2.13101 0.0 0.1 0.0
H -2.97107 12.03818 2.96640 -0.1 0.0 -0.1
H -7.96471 13.15066 2.49253 0.1 0.0 -0.1
H -7.10595 14.48011 3.32373 0.0 0.0 -0.1
H -8.38135 13.57950 4.15960 0.1 -0.1 0.1
C 6.39205 -8.24234 -5.19245 0.2 -0.1 0.1
O 5.58272 -8.00200 -6.34544 0.0 0.0 0.0
C 4.29259 -7.81471 -6.08544 0.1 0.0 -0.1
O 3.78132 -7.82680 -4.99241 0.0 0.1 0.1
O 3.66279 -7.60435 -7.23810 0.0 0.0 0.0
C 2.25576 -7.39899 -7.10569 -0.3 0.1 -0.1
H 7.41062 -8.37673 -5.54432 -0.1 0.0 -0.2
H 6.36005 -7.39004 -4.51542 -0.1 0.0 0.0
H 6.07153 -9.14705 -4.67947 -0.1 0.1 0.1
H 2.05184 -6.51903 -6.49678 0.0 -0.1 0.1
H 1.77462 -8.27686 -6.67863 0.1 0.0 0.1
H 1.85454 -7.23425 -8.10129 0.2 0.0 -0.1
```
Positions in Å, forces in eV/Å.

Properties
LUMO in Eh: -0.15655
Strongest force on any atom in eV/Å: 2.4
Kohn-Sham gap in Eh: 0.2492
2S+1: 1
Total charge: +1